# 1
{"formula": "C4H3NO", "method": "wB97M-V/def2-TZVPD", "symbols": ["C", "C", "C", "C", "N", "O", "H", "H", "H"], "xyz": [[1.68731, -0.20254, -0.09536], [-0.69048, 0.99972, -0.00859], [-0.89776, -0.39267, 0.48663], [0.19302, -0.04354, -0.62506], [2.74733, -0.49776, 0.23251], [-1.02084, 2.13873, 0.07753], [-0.45827, -0.75569, 1.46001], [-1.86172, -0.84997, 0.04335], [0.30142, -0.39627, -1.57101]], "atomic_forces_ev_per_a": [[-3.01, 0.37, -0.66], [0.21, -0.53, 0.81], [-0.58, -0.30, -1.01], [3.15, 0.69, 4.16], [0.03, 0.19, 0.04], [0.27, -0.48, -0.36], [-0.90, 0.47, -1.18], [1.71, 0.48, 1.07], [-0.87, -0.88, -2.86]], "smiles": "N#C[C@H]1CC1=O", "e_above_lowest_kcal_mol": 37.97, "charge": 0}

=====

# 2
{"formula": "C45H119N9O13", "method": "wB97M-V/def2-TZVPD", "symbols": ["C", "O", "C", "C", "N", "C", "C", "O", "C", "H", "H", "H", "H", "H", "H", "H", "H", "H", "H", "H", "H", "H", "H", "H", "C", "O", "C", "C", "N", "C", "C", "O", "C", "H", "H", "H", "H", "H", "H", "H", "H", "H", "H", "H", "H", "H", "H", "H", "C", "O", "C", "C", "N", "C", "C", "O", "C", "H", "H", "H", "H", "H", "H", "H", "H", "H", "H", "H", "H", "H", "H", "H", "C", "C", "C", "O", "C", "N", "H", "H", "H", "H", "H", "H", "H", "H", "H", "H", "H", "C", "C", "C", "O", "C", "N", "H", "H", "H", "H", "H", "H", "H", "H", "H", "H", "H", "C", "C", "C", "O", "C", "N", "H", "H", "H", "H", "H", "H", "H", "H", "H", "H", "H", "C", "C", "C", "O", "C", "N", "H", "H", "H", "H", "H", "H", "H", "H", "H", "H", "H", "C", "C", "C", "O", "C", "N", "H", "H", "H", "H", "H", "H", "H", "H", "H", "H", "H", "C", "C", "C", "O", "C", "N", "H", "H", "H", "H", "H", "H", "H", "H", "H", "H", "H", "C", "C", "C", "O", "H", "H", "H", "H", "H", "H", "H", "H"], "xyz": [[22.75947, -6.57187, 19.66720], [22.32196, -7.79052, 20.18550], [20.91719, -7.99831, 20.22576], [20.40490, -8.23839, 18.78385], [18.99328, -8.00380, 18.53053], [18.61466, -6.65376, 18.15856], [19.09235, -5.59040, 19.14318], [18.52098, -4.39030, 18.62728], [19.05705, -3.23245, 19.22502], [22.47242, -6.36574, 18.63068], [23.84601, -6.57063, 19.76486], [22.47278, -5.66397, 20.21920], [20.31111, -7.23376, 20.71337], [20.77785, -8.94955, 20.72888], [20.60452, -9.30807, 18.65194], [21.10150, -7.90754, 18.00250], [18.54857, -8.80385, 18.12616], [17.53703, -6.55665, 18.03302], [19.07429, -6.47050, 17.17724], [20.17947, -5.59584, 19.24734], [18.62444, -5.72690, 20.12359], [19.32558, -3.38506, 20.27597], [18.47010, -2.31864, 19.20051], [19.98158, -2.93065, 18.71849], [11.85734, -10.92299, 24.59645], [11.81500, -10.24912, 23.36229], [11.55252, -8.88271, 23.48256], [11.95986, -8.11224, 22.22504], [11.76157, -6.69318, 22.46000], [12.00453, -5.78160, 21.32174], [11.43891, -6.31057, 19.99754], [12.21277, -7.30332, 19.33984], [13.48215, -6.87534, 18.94042], [12.69098, -10.52249, 25.18807], [12.00885, -11.97194, 24.34726], [10.92535, -10.78535, 25.15859], [12.12645, -8.41009, 24.29440], [10.53212, -8.62838, 23.80694], [11.44858, -8.52146, 21.35000], [13.03040, -8.31024, 22.12212], [10.78078, -6.61324, 22.71461], [13.05361, -5.49426, 21.24864], [11.52054, -4.81198, 21.46344], [11.40825, -5.43051, 19.33319], [10.42356, -6.69840, 20.04872], [13.53118, -6.24389, 18.04738], [14.09418, -7.73003, 18.64609], [14.08992, -6.38302, 19.70399], [20.14197, -3.86278, 16.07296], [20.85765, -4.38617, 14.95556], [21.02660, -3.46969, 13.90885], [21.40046, -4.10642, 12.59590], [22.43237, -5.11608, 12.70810], [23.19213, -5.28180, 11.47633], [24.26970, -6.35353, 11.66802], [23.69094, -7.64324, 11.59799], [24.61731, -8.69880, 11.78722], [20.36791, -4.49174, 16.93467], [19.10913, -4.09711, 15.81184], [20.44766, -2.83970, 16.29284], [21.79071, -2.73802, 14.19911], [20.05900, -2.98445, 13.69696], [21.74792, -3.33702, 11.90232], [20.51049, -4.37206, 11.99466], [22.10485, -6.03651, 12.97191], [23.66376, -4.36109, 11.13960], [22.55606, -5.71019, 10.68612], [24.79648, -6.18692, 12.61063], [24.91152, -6.23889, 10.78553], [24.09476, -9.56821, 11.38223], [24.74507, -8.87760, 12.85786], [25.52837, -8.53711, 11.20805], [20.83849, 1.10485, 16.78442], [19.77292, 1.97897, 17.47228], [19.04354, 2.84481, 16.47271], [19.96677, 3.70109, 15.84308], [19.45928, 4.20977, 14.62670], [18.77664, 1.08853, 18.15299], [21.48779, 0.70459, 17.55944], [21.32286, 1.70446, 16.01534], [20.32982, 0.29632, 16.25146], [20.28222, 2.47361, 18.30380], [18.13321, 3.31280, 16.87038], [18.69329, 2.17068, 15.67164], [19.16764, 3.37814, 13.97646], [20.17336, 4.87438, 14.14769], [18.55549, 4.82238, 14.74121], [17.91700, 1.62159, 18.14998], [19.10274, 0.78913, 19.05731], [21.36231, 1.28816, 12.94025], [20.97986, 0.82449, 11.54685], [19.94072, 1.72982, 10.88618], [18.90716, 1.94056, 11.83592], [17.90357, 0.95717, 11.86015], [22.13583, 0.55965, 10.66841], [22.23554, 0.70054, 13.25027], [20.66844, 1.20350, 13.77261], [21.75868, 2.30914, 12.89938], [20.48636, -0.14385, 11.65076], [19.55512, 1.30781, 9.95764], [20.40822, 2.68801, 10.65434], [17.30626, 0.74463, 10.96960], [17.19516, 1.10363, 12.67552], [18.38099, 0.01378, 12.16458], [22.58374, 1.42036, 10.36297], [22.84505, 0.12199, 11.25020], [17.02313, -0.57866, 14.84658], [16.50450, -1.19291, 16.13389], [15.48809, -2.28253, 15.86414], [14.82906, -2.54610, 17.09810], [13.99061, -3.69671, 16.97086], [17.56265, -1.66832, 16.99496], [17.75357, 0.20177, 15.07833], [16.18663, -0.14141, 14.30224], [17.60789, -1.27752, 14.24025], [15.97686, -0.37634, 16.65202], [16.04452, -3.16413, 15.51371], [14.74592, -2.08983, 15.08521], [13.30110, -3.52100, 16.14006], [13.34064, -3.90291, 17.81980], [14.68351, -4.52523, 16.81408], [18.22916, -0.96313, 17.28127], [17.22625, -2.19368, 17.78483], [11.95682, -0.24775, 17.42223], [13.23938, 0.56541, 17.48054], [12.99591, 2.06222, 17.68165], [12.58407, 2.27968, 19.01338], [12.31591, 3.63631, 19.26810], [14.15404, 0.00932, 18.47024], [12.17134, -1.21157, 16.94692], [11.20614, 0.19008, 16.75942], [11.49808, -0.43518, 18.39255], [13.70227, 0.42872, 16.49067], [12.26391, 2.46036, 16.97780], [14.01180, 2.45731, 17.52369], [11.49995, 4.06305, 18.68293], [13.20211, 4.27761, 19.17430], [12.11419, 3.72160, 20.33722], [14.98747, 0.56972, 18.61356], [14.49010, -0.89737, 18.15181], [14.84292, -4.28398, 12.70200], [16.17660, -4.15871, 11.98131], [16.87550, -5.53190, 11.77088], [17.21048, -6.34473, 12.87663], [18.11011, -5.73332, 13.78776], [16.04949, -3.46676, 10.71200], [14.13094, -4.79956, 12.05179], [14.49148, -3.28459, 12.95418], [14.89415, -4.88907, 13.60738], [16.83678, -3.48164, 12.53567], [17.83210, -5.39877, 11.24089], [16.22061, -6.16358, 11.16486], [19.10841, -5.58981, 13.35646], [18.21785, -6.31202, 14.70009], [17.68834, -4.73012, 13.91288], [16.90150, -3.52076, 10.16375], [15.34538, -3.91694, 10.12975], [15.88081, -3.69623, 20.98765], [14.55576, -3.60934, 21.71706], [14.74275, -2.64520, 22.86356], [13.55794, -2.41954, 23.64610], [13.20574, -3.53119, 24.42828], [13.62570, -3.06997, 20.71631], [16.30952, -2.69700, 20.83025], [15.99021, -4.32252, 20.10556], [16.71132, -3.98242, 21.65538], [14.31640, -4.62398, 22.04874], [15.01098, -1.60542, 22.65524], [15.58050, -2.86544, 23.54123], [14.11083, -4.01111, 24.83085], [12.75483, -4.29840, 23.78089], [12.54248, -3.35899, 25.27375], [12.67731, -3.40155, 20.86119], [13.84498, -3.32738, 19.76288], [13.88107, 4.19770, 13.25966], [13.89076, 2.78564, 13.90631], [15.08640, 2.69913, 14.86741], [12.66561, 2.60797, 14.59375], [14.80800, 4.44457, 12.74522], [13.57465, 4.96793, 13.96240], [13.07791, 4.10566, 12.52023], [13.99440, 1.96044, 13.19417], [15.08408, 1.74860, 15.40280], [15.03379, 3.50235, 15.60705], [16.00628, 2.87732, 14.31055], [11.98825, 2.45317, 13.92854]], "atomic_forces_ev_per_a": [[0.61, 0.96, 0.04], [-0.48, 0.03, 0.60], [0.02, -0.15, -1.34], [0.08, -1.55, -0.40], [0.73, 0.13, 1.61], [0.59, -0.83, -0.70], [-1.41, -0.04, -0.28], [0.13, 0.70, 0.11], [1.35, 0.26, 0.37], [0.06, -0.36, -0.09], [0.01, -0.19, -0.35], [-0.50, -0.34, 0.38], [0.42, 0.26, 0.27], [0.01, 0.16, 0.48], [-0.50, -0.14, -0.03], [-0.16, 1.06, 0.14], [-0.37, 0.34, -0.40], [-0.04, -0.12, 0.14], [-0.10, 0.63, -0.04], [0.03, 0.43, -0.18], [0.30, -0.38, 0.19], [-0.14, -0.23, 0.07], [-0.78, -0.48, -0.18], [0.18, -0.20, -0.03], [0.08, 0.29, -0.15], [-0.29, 0.20, -0.48], [0.36, 1.33, 0.60], [0.53, -0.79, 0.28], [-0.52, 0.63, 0.09], [-0.74, -1.14, -0.05], [0.92, 1.12, -0.92], [0.14, -0.11, 0.22], [1.19, -0.27, -0.44], [-0.06, -0.25, 0.13], [0.02, 0.01, 0.29], [0.03, -0.12, -0.01], [0.37, -0.36, 0.07], [-0.40, -0.50, -0.43], [-0.02, 0.05, -0.06], [-0.01, 0.04, -0.35], [0.06, 0.36, 0.05], [-0.15, -0.68, -0.17], [-0.35, -0.26, 0.56], [-0.20, -0.03, -0.12], [0.02, -0.08, 0.38], [-0.69, 0.29, 0.03], [-0.36, -0.37, 0.17], [-0.32, 0.15, 0.29], [0.19, -1.29, -0.76], [0.78, -0.59, -0.09], [-0.59, 0.43, 0.02], [-0.06, -0.36, -0.78], [0.49, 0.49, -0.44], [-0.15, -1.62, 0.45], [-0.24, 0.50, -0.84], [-0.17, 0.37, 0.20], [-1.21, -0.12, -0.21], [0.24, 0.05, -0.07], [-0.39, 1.14, 0.58], [-0.56, 0.18, -0.12], [-0.12, 0.17, -0.03], [0.15, 0.46, 0.30], [0.56, 0.40, 0.44], [-0.17, -0.78, 0.56], [-0.34, 0.20, 0.25], [-0.13, 0.16, 0.14], [0.01, 0.45, -0.33], [0.19, -0.07, -0.02], [0.55, -0.07, 0.30], [0.27, -0.12, 0.02], [0.61, 0.10, -0.06], [0.21, 0.01, 0.31], [-1.03, 0.42, -0.17], [0.30, -1.57, 1.12], [0.39, -0.74, -0.85], [-0.20, 0.81, 0.31], [-0.64, 0.01, -0.18], [0.22, 0.44, -1.67], [0.36, -0.09, -0.35], [0.59, -0.03, 0.34], [0.03, -0.15, 0.17], [-0.01, 1.00, -0.55], [0.28, 0.49, 0.16], [-0.26, -0.21, 0.24], [0.27, 0.06, -0.26], [0.39, -0.32, 0.09], [-0.07, -0.05, 0.43], [-0.24, -0.39, 0.88], [-0.34, 0.30, 0.26], [1.42, 0.31, 0.18], [-0.40, -0.77, -0.28], [0.40, -0.32, 0.58], [-0.86, 0.98, -0.56], [0.40, -1.55, 0.96], [-0.04, 0.35, 0.32], [-0.09, -0.13, 0.03], [-0.51, 0.04, -0.41], [-0.28, 0.14, 0.08], [0.00, -0.19, 0.06], [-0.01, -0.12, -0.05], [-0.19, 0.23, 0.08], [0.39, 0.55, -0.45], [0.13, 0.77, -0.03], [-0.16, -0.21, -0.31], [-0.23, 0.14, 0.01], [-0.02, -0.21, -0.20], [0.65, -0.14, 0.21], [-0.38, 1.08, 0.21], [0.50, -0.44, 0.48], [-0.53, -0.48, 0.15], [0.49, 0.51, -0.45], [0.38, -0.88, -0.68], [-0.23, 0.19, 0.09], [0.13, -0.05, -0.23], [-0.39, -0.25, -0.11], [-0.30, -0.01, -0.19], [0.00, -0.21, 0.18], [-0.02, 0.58, -0.02], [0.13, -0.39, -0.30], [0.42, 0.43, 0.40], [-0.46, -0.44, -0.25], [-0.31, 0.31, 0.03], [-0.25, 0.04, -0.02], [-0.26, -0.59, -0.31], [-0.23, -0.27, -0.45], [0.88, -1.10, 0.55], [-0.22, 0.42, -0.18], [0.58, 0.14, 0.98], [0.04, -0.11, 0.44], [0.06, -0.13, 0.30], [0.09, 0.34, 0.09], [0.16, 0.14, 0.09], [-0.21, 0.48, -0.25], [0.23, 0.01, -0.16], [-0.29, 0.82, -0.05], [-0.11, -0.15, -0.14], [0.14, -0.11, -0.57], [-0.50, -0.16, -0.07], [-0.19, 0.28, -0.05], [-0.29, 0.13, 0.14], [0.16, -0.01, -0.31], [1.02, -0.37, 0.50], [0.53, -0.24, -0.03], [-0.50, -0.54, 0.67], [-0.29, 0.96, -1.09], [-0.73, -0.13, -0.76], [-0.13, 0.20, -0.05], [-0.27, -0.07, -0.05], [0.30, 0.08, 0.05], [-0.02, -0.30, 0.39], [-0.26, 0.41, -0.40], [0.01, 0.11, -0.13], [-0.04, -0.22, -0.09], [-0.36, 0.01, 0.02], [0.45, 0.00, 1.02], [0.14, 0.07, 0.22], [-0.04, 0.06, 0.11], [2.39, 0.57, 1.18], [0.97, 0.50, -1.76], [-0.65, 1.32, 1.72], [0.04, 0.03, 0.32], [0.58, -1.45, -0.60], [-0.91, -0.23, 0.43], [-0.78, 0.19, -0.88], [-0.49, 0.09, -0.15], [-0.46, -0.82, 0.21], [-0.14, 0.23, 0.42], [-0.16, -0.23, -1.35], [-0.16, -1.01, 0.01], [-0.02, 0.11, 0.14], [-0.20, -0.02, 0.28], [-0.09, 0.73, -0.26], [0.12, 0.44, 0.18], [0.44, -0.03, 0.15], [-0.79, -1.46, -0.74], [1.15, 1.09, 0.47], [-0.76, 0.18, 0.17], [-0.07, -0.24, 0.30], [0.03, 0.04, 0.07], [0.24, -0.10, 0.25], [0.13, 0.55, -0.24], [0.08, 0.32, -0.39], [0.28, -0.01, -0.10], [-0.16, -0.03, 0.03], [0.06, -0.35, -0.06], [-0.08, 0.03, 0.08]], "smiles": "COC[C@H](C)N.COC[C@H](C)N.COC[C@H](C)N.COC[C@H](C)N.COC[C@H](C)N.COC[C@H](C)N.COCCNCCOC.COCCNCCOC.COCCNCCOC.CC(C)O", "e_above_lowest_kcal_mol": 77.66, "charge": 0}

=====

Ordered frontier orbital gap results: 10.5, 8.8; unit eV.